Below is a structure of composition C26H68BaF6N4O22S3Zn, with properties calculated with the ωB97M-V functional and the def2-TZVPD basis.

Last column: Mulliken charge in e.
Positions of all 131 atoms, in Å:
1 Ba -2.0050 2.1557 4.4796  1.781
2 Zn -1.2363 3.9595 -0.2124  0.016
3 S 0.4380 4.8143 2.3481  1.145
4 S -0.9463 0.8073 1.1662  0.858
5 S -3.4357 4.7571 2.1376  1.207
6 F 2.8774 3.9028 2.0572  -0.186
7 F 0.2974 -1.4655 0.9856  -0.124
8 F 1.6796 0.1356 0.6706  -0.167
9 F 2.4869 4.7413 4.0619  -0.178
10 F 0.2857 -0.4059 -0.9413  -0.089
11 F 2.7796 6.1488 2.3312  -0.204
12 O -2.5555 2.9334 -1.4723  -0.458
13 O 0.7271 1.7194 5.4465  -0.361
14 O -2.2365 0.2971 0.7064  -0.035
15 O -3.9204 -3.2820 -0.7255  -0.533
16 O -2.8224 5.9768 2.6263  -0.646
17 O -0.0612 3.5600 2.8950  -0.426
18 O 4.1130 -3.1986 3.8964  -0.328
19 O 0.2636 4.8680 0.8683  -0.524
20 O 0.1415 3.7102 -1.7785  -0.135
21 O 3.4561 -0.5128 4.6339  -0.588
22 O -0.6870 2.1454 0.6246  0.671
23 O -0.7840 0.7532 2.6404  -0.351
24 O -6.0253 2.4581 2.1083  -0.664
25 O -3.0301 -0.7800 -1.9572  -0.662
26 O -0.1105 6.0158 3.0162  -0.589
27 O -3.6460 3.8724 3.2811  -0.889
28 O -4.6965 4.9637 1.4400  -0.756
29 O -5.0349 1.4652 -1.3582  -0.633
30 O 4.5851 -0.7395 -2.9214  -0.151
31 O -2.4601 4.1817 1.2223  -0.391
32 O -2.5798 -0.4709 5.2111  -0.291
33 O -0.3573 -0.9318 -5.1349  -0.404
34 N 5.8584 -2.8656 -4.6182  -0.745
35 N -3.9565 -0.8306 -6.1063  -0.784
36 N 5.6815 -3.1932 0.5137  -0.816
37 N -3.9631 0.8024 2.9263  0.267
38 C 3.5851 -2.1372 1.1756  -0.126
39 C 3.8014 0.3471 -2.6343  -0.554
40 C -0.5327 3.4169 -2.9636  -0.569
41 C 4.7346 -3.7314 2.7442  -0.934
42 C -2.0921 -1.9450 -7.1749  -1.609
43 C 2.0201 1.3700 5.0306  -0.482
44 C -1.4664 -1.1289 5.7890  -0.779
45 C 6.5961 -1.6958 -4.1205  0.668
46 C -5.2865 -1.2137 2.7438  -1.504
47 C 4.9333 -2.6627 1.6329  0.754
48 C -4.9261 1.6202 0.0495  0.797
49 C -1.8192 2.5559 -2.6621  0.236
50 C 2.3204 4.9120 2.7504  0.396
51 C -1.6293 -0.2745 -5.3088  0.275
52 C 4.0710 -4.1509 4.9679  -0.883
53 C -2.6064 -2.8430 -0.6557  -0.272
54 C 0.4058 -0.2963 0.4414  -0.251
55 C 5.6229 -0.4805 -3.9125  -0.788
56 C -2.3683 -2.0814 -1.9639  0.325
57 C -2.6047 -1.3348 -5.8997  0.702
58 C 7.7086 -1.4776 -5.1423  -1.508
59 C -3.1954 -1.2207 4.1689  -0.700
60 C 0.5730 -0.4617 -4.1585  -0.250
61 C -4.3743 -0.3838 3.5893  0.734
62 C -6.2048 2.1921 0.7312  -0.995
63 C 2.0722 -0.0898 4.5224  0.623
64 H -4.7533 0.6309 0.4733  0.127
65 H -0.7091 4.3089 -3.5647  0.375
66 H 1.0673 3.8774 -1.9697  0.230
67 H 3.1697 0.0621 -1.7930  0.033
68 H -1.0629 -0.5405 6.6131  0.255
69 H 1.2750 -0.7380 4.8865  -0.027
70 H -1.1121 -2.4080 -7.0601  0.333
71 H 6.2519 0.3379 -3.5621  0.328
72 H 5.0419 -0.2998 -4.8169  0.304
73 H 2.0072 -0.1018 3.4345  -0.331
74 H -4.8520 -1.4798 1.7802  0.089
75 H -5.6649 -2.0491 3.3328  0.566
76 H 2.6371 1.5823 5.9037  0.514
77 H 4.9670 -2.8396 -4.1442  0.255
78 H 6.6448 -3.4799 0.6132  0.265
79 H 7.2922 -1.3184 -6.1369  0.336
80 H -2.5448 -1.5500 3.3587  0.089
81 H -5.4831 3.2502 2.1186  0.127
82 H -2.6188 2.7013 -3.3885  0.529
83 H -4.9955 -0.1402 4.4512  0.347
84 H -1.5636 0.5374 -6.0331  0.376
85 H -2.7753 -2.6788 -7.6024  0.430
86 H 0.2313 -0.5871 -3.1311  -0.049
87 H -3.3365 2.3754 -1.4888  0.176
88 H 8.2841 -2.3975 -5.2460  0.382
89 H 5.5592 -1.8408 1.9807  0.295
90 H -4.4175 -1.5912 -6.5851  0.303
91 H -5.5518 0.6703 -1.5086  0.450
92 H -2.8192 -2.6701 -2.7628  0.349
93 H 3.4968 -1.4599 4.4823  0.385
94 H 0.0956 2.8248 -3.6290  0.304
95 H -2.4608 -2.2164 0.2242  -0.205
96 H 5.7787 -2.4111 -0.1179  0.146
97 H -1.3237 -1.9977 -2.2637  -0.223
98 H -4.7252 1.3620 2.5711  0.420
99 H -4.4138 -1.0187 -5.2256  0.302
100 H 7.0858 -2.0059 -3.1974  0.176
101 H -2.7477 -2.1631 -5.2057  -0.085
102 H 8.3932 -0.6424 -4.9942  0.378
103 H -2.0395 -1.2282 -7.9944  0.363
104 H -3.0290 -0.3516 -1.0981  -0.138
105 H 1.4962 -1.0177 -4.3219  0.267
106 H 5.7766 -3.9583 2.9697  0.366
107 H 3.3828 -4.9925 4.8900  0.336
108 H 4.1788 -4.5763 2.3374  0.366
109 H 3.1497 -1.4540 1.9049  -0.287
110 H -1.5884 1.5107 -2.4558  -0.234
111 H -3.9186 -4.1138 -1.2048  0.345
112 H 3.7474 -1.6004 0.2409  -0.187
113 H -1.9750 -0.0035 -4.3112  -0.390
114 H 5.0404 -4.6186 5.1399  0.323
115 H 0.7502 2.4657 6.0499  0.231
116 H -6.1345 -0.5731 2.5017  0.380
117 H -0.6522 -1.3706 5.1058  0.244
118 H 2.3241 2.0841 4.2652  0.097
119 H 0.8865 0.5568 -4.3877  0.246
120 H 3.0850 0.6032 -3.4148  0.203
121 H -6.4596 3.1233 0.2252  0.400
122 H -3.5745 -2.2014 4.4562  0.488
123 H 3.6648 -3.6720 5.8588  0.301
124 H -4.1454 2.2604 0.4602  -0.362
125 H -3.4999 0.5759 2.0578  -0.830
126 H -1.8772 -2.0682 6.1591  0.440
127 H -1.9434 -3.7047 -0.5784  0.475
128 H 5.4531 -2.7632 -5.5376  0.281
129 H 2.8283 -2.9050 1.0147  0.273
130 H 4.3158 1.2948 -2.4747  0.401
131 H -7.0482 1.5297 0.5365  0.412

Results
Kohn-Sham gap	7.0	eV
total energy	-176991.36558	eV
HOMO	-7.4469	eV
net charge	0

---

Below is a structure of composition C26H68N5O10V, with properties calculated with the ωB97M-V functional and the def2-TZVPD basis.

Last column: Mulliken charge in e.
Positions of all 110 atoms, in Å:
1 V 8.2186 -38.0844 12.9494  1.154
2 O 7.9959 -36.7604 12.0787  -0.334
3 O 12.6216 -41.7414 11.6876  -0.357
4 O 9.7137 -38.6168 13.0494  -0.799
5 O 16.6962 -45.3939 10.3842  -0.318
6 O 6.9922 -41.0439 9.1024  -0.282
7 O 4.3552 -35.0389 9.8996  -0.464
8 O 6.8438 -39.4363 13.8458  -0.501
9 O 10.3835 -35.7745 13.5187  0.246
10 O 9.9113 -33.5070 9.2303  -0.409
11 O 1.8494 -40.8940 11.2995  -0.387
12 N 10.7097 -30.6918 9.3567  -0.736
13 N 4.0301 -37.9799 10.5819  -0.199
14 N 14.9093 -43.2134 11.4291  -0.369
15 N 7.9272 -36.9481 14.8601  -0.358
16 N 7.4760 -39.1521 11.0053  0.877
17 C 10.0626 -35.7015 14.8768  -1.036
18 C 8.9649 -34.4972 9.5497  -0.314
19 C 7.0595 -41.6728 14.7569  -1.380
20 C 11.3522 -41.3665 12.2002  -0.204
21 C 2.7310 -40.0918 10.5657  -0.307
22 C 7.9974 -38.9301 9.6565  0.598
23 C 8.2743 -35.1286 16.4832  -1.534
24 C 7.1950 -39.7329 8.6168  -1.049
25 C 9.4288 -39.5155 9.6600  -1.523
26 C 6.1947 -41.7858 8.2206  -0.861
27 C 12.2923 -31.2880 11.0734  -1.322
28 C 8.5547 -35.5998 15.0459  0.230
29 C 3.4309 -39.0405 11.4177  -0.273
30 C 11.7692 -35.7303 13.2987  -1.011
31 C 13.9391 -43.1359 10.3366  -0.569
32 C 4.9575 -33.8621 9.4194  -0.795
33 C 11.4834 -31.8210 9.8988  0.616
34 C 2.5058 -41.8253 12.1388  -0.366
35 C 17.0478 -46.3202 9.3884  -0.719
36 C 5.2809 -35.8876 10.5656  0.012
37 C 16.3064 -43.1146 10.9842  -0.839
38 C 4.5350 -36.9003 11.4221  -0.821
39 C 10.5119 -32.8977 10.3414  -0.452
40 C 6.3690 -40.7328 13.7829  0.153
41 C 16.6798 -44.0693 9.8785  -0.457
42 C 12.5507 -42.8890 10.8629  -0.471
43 H 5.6335 -34.1455 8.5966  0.306
44 H 10.4279 -34.7528 15.3017  0.426
45 H 18.0078 -46.0889 8.9069  0.296
46 H 6.3428 -41.1430 12.7591  0.147
47 H 12.2490 -36.5716 13.8205  0.341
48 H 4.1407 -39.4038 12.1613  -0.038
49 H 10.5171 -36.5061 15.4710  0.421
50 H 3.2416 -37.6556 10.0320  0.317
51 H 14.2794 -42.3148 9.6828  0.335
52 H 10.9504 -42.2162 12.7756  0.393
53 H 5.3032 -40.7309 14.0806  0.067
54 H 4.2083 -33.2042 8.9870  0.318
55 H 1.7202 -42.2714 12.7430  0.269
56 H 15.9766 -43.9691 9.0459  0.347
57 H 14.7269 -42.4321 12.0462  0.242
58 H 11.4280 -40.5140 12.8611  0.204
59 H 13.0374 -32.0358 11.3649  0.321
60 H 8.0007 -37.8885 9.3392  -0.145
61 H 5.2500 -37.2485 12.1569  0.287
62 H 2.5998 -38.5701 11.9698  0.292
63 H 16.5083 -42.0689 10.7013  0.415
64 H 9.2493 -40.5683 9.8907  0.164
65 H 6.1914 -42.8215 8.5663  0.300
66 H 12.1021 -43.7394 11.3880  0.367
67 H 7.2272 -35.2282 16.7574  0.466
68 H 8.1208 -34.8776 14.3582  0.153
69 H 6.0817 -35.3832 11.1138  0.230
70 H 10.0424 -39.0068 10.3987  0.230
71 H 8.4755 -37.5394 15.4930  0.372
72 H 10.1642 -30.9362 8.5395  0.245
73 H 17.1804 -47.3029 9.8364  0.247
74 H 11.0803 -33.6499 10.9099  0.035
75 H 2.1811 -39.5711 9.7763  0.373
76 H 3.4694 -40.6654 9.9829  0.139
77 H 9.7654 -32.4489 11.0102  0.303
78 H 7.0105 -41.3764 15.8023  0.298
79 H 16.9189 -43.2796 11.8732  0.385
80 H 6.4726 -38.9457 11.0174  -0.335
81 H 8.5503 -34.0713 16.4651  0.415
82 H 13.9732 -44.0729 9.7769  0.283
83 H 10.6617 -41.3169 11.3556  -0.165
84 H 8.9823 -35.3769 8.9084  0.226
85 H 3.0144 -42.6031 11.5554  0.261
86 H 7.0283 -37.0273 15.3322  0.227
87 H 7.6938 -39.7497 7.6426  0.523
88 H 6.6606 -42.6859 14.6387  0.398
89 H 5.5828 -33.3487 10.1559  0.289
90 H 7.4744 -40.1668 11.1149  0.208
91 H 3.2731 -41.3627 12.7656  0.030
92 H 8.9514 -35.6197 17.1838  0.311
93 H 6.2488 -39.1843 8.4913  0.465
94 H 5.7800 -36.4217 9.7406  -0.029
95 H 16.2626 -46.3402 8.6244  0.289
96 H 11.9697 -35.9281 12.2465  0.257
97 H 7.9774 -34.0344 9.6423  0.334
98 H 11.8921 -42.6216 10.0220  0.264
99 H 6.5074 -41.8033 7.1717  0.317
100 H 11.6501 -31.1485 11.9429  0.315
101 H 11.4141 -30.0161 9.0799  0.244
102 H 5.1356 -41.4972 8.2330  0.225
103 H 8.1159 -41.7748 14.4840  0.265
104 H 12.2641 -34.8036 13.6082  0.329
105 H 17.7115 -43.8788 9.5584  0.432
106 H 12.8649 -30.4010 10.8081  0.391
107 H 9.1642 -34.9082 10.5480  -0.073
108 H 3.6948 -36.3330 11.8447  0.600
109 H 9.9191 -39.5569 8.6875  0.528
110 H 12.1607 -32.2585 9.1535  0.240

Results
Kohn-Sham gap	8.6	eV
total energy	-81674.55353	eV
HOMO	-8.3837	eV
net charge	0

---

Below is a structure of composition C26H69CaN2O12, with properties calculated with the ωB97M-V functional and the def2-TZVPD basis.

Last column: Mulliken charge in e.
Positions of all 110 atoms, in Å:
1 Ca 1.2473 -1.9818 -2.3663  1.815
2 O -0.0782 -2.8878 -4.1066  -0.228
3 O -3.6884 -2.8898 2.0341  -0.581
4 O 3.3481 -1.0527 -2.2607  0.029
5 O 0.4875 0.0797 -1.2184  -0.053
6 O -3.2055 -2.7612 -0.9396  -0.400
7 O 0.9131 2.9463 -0.7239  -0.568
8 O 2.5933 -0.8158 8.1088  -0.405
9 O -0.8978 1.0480 -4.9748  -0.614
10 O 1.1902 -2.6818 -0.1468  -0.485
11 O -6.9663 2.2433 1.4070  -0.561
12 O 2.7537 0.6206 2.3724  -0.123
13 O -1.1128 -1.2398 -1.9285  -1.091
14 N 4.0554 -0.5826 4.7356  -0.363
15 N 1.5116 -0.7358 -4.4092  -0.037
16 C -4.4030 -2.6168 -1.6878  -0.618
17 C 4.6134 0.4494 3.8544  -0.940
18 C -5.3307 -1.3502 2.8809  -1.285
19 C 3.8361 -0.5389 -3.5143  -0.966
20 C 1.5051 1.2264 2.1052  -0.438
21 C -1.3120 -3.5856 -4.0598  -0.843
22 C -0.7368 -0.1421 -1.4201  1.704
23 C 2.6774 0.1223 -4.2353  -0.101
24 C -6.4784 2.3428 -0.9723  -1.446
25 C 2.1004 3.2723 -1.4291  1.052
26 C 2.5474 4.6651 -1.0209  -1.606
27 C 3.5583 -0.0680 6.0157  -0.311
28 C -3.1600 -0.5761 1.8159  -0.687
29 C -1.7697 0.8413 -0.9236  -1.807
30 C 3.5648 1.3761 3.2563  -0.460
31 C 3.2902 -1.2518 6.9595  -0.615
32 C -5.9377 2.1160 0.4378  1.190
33 C 3.1746 2.2223 -1.1620  -0.399
34 C 1.6836 -1.8451 -5.3813  -0.662
35 C -0.1611 2.2382 -4.6765  -0.585
36 C -3.8509 -1.6202 2.6715  0.413
37 C 4.4135 -1.3856 -1.3529  -0.950
38 C -4.7357 2.9714 0.8146  -0.976
39 C -0.0936 -3.2503 0.2724  -0.513
40 C 3.3888 -0.1500 9.0674  -0.723
41 C 0.3771 -2.6457 -5.4452  -0.820
42 H 2.6004 0.4511 5.9033  0.206
43 H 4.0598 2.1791 2.6925  0.366
44 H 0.8505 2.1575 -5.0687  0.202
45 H 0.7469 1.9982 -0.8639  -0.247
46 H 4.6725 0.1472 -3.3825  0.485
47 H 1.8759 3.2842 -2.5065  -0.109
48 H -5.8095 -2.1739 3.4061  0.372
49 H -5.7869 2.0043 -1.7475  0.307
50 H 1.0432 0.6868 1.2809  -0.409
51 H 4.2381 -1.7223 7.2484  0.377
52 H 3.1705 5.1151 -1.7983  0.387
53 H 3.9521 -1.7623 -0.4428  0.220
54 H 2.3864 1.0039 -3.6634  -0.262
55 H -3.2679 0.4763 2.0835  0.418
56 H 4.0117 2.2823 -1.8597  0.383
57 H -5.1170 -1.9799 -1.1550  0.182
58 H 3.1171 4.6329 -0.0912  0.316
59 H 3.2370 -0.6497 10.0261  0.266
60 H -1.4464 1.8133 -1.3124  0.633
61 H -0.3520 -2.0407 -5.9884  0.453
62 H 1.8304 -1.3970 -6.3719  0.402
63 H -2.7837 0.6391 -1.2546  0.464
64 H -1.7316 0.9012 0.1615  0.214
65 H -4.5326 2.7944 1.8727  0.301
66 H 2.5634 -2.4701 -5.2134  0.436
67 H 0.7366 -0.2106 -4.8127  -0.120
68 H -7.4206 3.0764 1.2374  0.341
69 H 3.2516 -0.9366 4.2239  0.256
70 H 4.3068 0.5661 6.4880  0.319
71 H 2.7260 -2.0402 6.4607  0.317
72 H -3.4943 -0.7211 0.7836  0.065
73 H -1.8124 1.2405 -4.7489  0.316
74 H -4.2279 -2.1216 -2.6492  0.277
75 H 0.0489 -3.9503 1.0925  0.432
76 H -5.6384 1.0630 0.4156  -0.348
77 H 5.3896 1.0408 4.3388  0.444
78 H -3.8409 2.6574 0.2746  -0.003
79 H 4.2110 -1.4148 -4.0593  0.512
80 H 4.4604 -0.1662 8.8466  0.346
81 H 2.6634 1.2638 -1.2863  -0.272
82 H -2.5437 -2.1451 -1.2980  0.158
83 H -4.8519 -3.5881 -1.8850  0.307
84 H 3.1053 0.4925 -5.1796  0.499
85 H -0.5216 -3.7389 -0.5998  0.181
86 H -0.7575 -2.4509 0.5998  0.065
87 H -5.4789 -0.4651 3.5078  0.360
88 H -4.9450 4.0339 0.6881  0.417
89 H -2.1092 -3.0319 -4.5608  0.316
90 H -7.3892 1.7537 -1.0983  0.406
91 H -0.1972 2.4274 -3.6010  0.094
92 H -6.7320 3.3836 -1.1952  0.381
93 H 4.9790 -0.4769 -1.1525  0.310
94 H 3.5354 2.2779 -0.1345  0.162
95 H 5.0493 -2.1724 -1.7653  0.331
96 H 3.0901 0.8972 9.1551  0.267
97 H 0.8664 1.1016 2.9895  0.447
98 H -1.2366 -4.5760 -4.5169  0.380
99 H -3.3698 -1.6669 3.6536  0.334
100 H -1.6123 -3.7087 -3.0201  0.189
101 H 1.5170 2.2886 1.8513  0.363
102 H 1.7340 5.3792 -0.8865  0.406
103 H 1.6227 -2.4463 0.6816  0.183
104 H -0.5603 3.1208 -5.1880  0.480
105 H 0.5321 -3.6130 -5.9241  0.444
106 H 2.9420 1.8361 4.0315  0.419
107 H -2.0793 -0.7591 1.8189  0.093
108 H 5.0822 -0.0816 3.0193  0.301
109 H -5.8135 -1.1812 1.9155  0.178
110 H -3.6575 -2.7340 1.0795  0.341

Results
Kohn-Sham gap	7.8	eV
total energy	-74065.84312	eV
HOMO	-10.5891	eV
net charge	+1